Record 1
Computed, not measured: an isolated molecule of C2H3ClIN at a distorted geometry, with the ωB97M-V functional and the def2-TZVPD basis.

Output
HOMO-LUMO gap (eV): 8.3509
2S+1: 1
Structure (SMILES): C/N=C(/Cl)I
ΔE to the lowest compared entry with this formula, charge and spin (kcal per mole): 18.71
HOMO level (eV): -9.4
Calculated total energy (hartree): -890.5877

Geometry as XYZ:
```
8
Properties=species:S:1:pos:R:3:forces:R:3
N -0.335 0.805 -0.104 2.550 0.198 1.193
C -1.021 -0.442 0.133 1.419 -1.259 -3.570
H -0.682 -1.047 0.954 0.312 0.151 0.452
I 2.215 -1.265 -0.239 -0.748 1.721 0.316
H -0.898 -1.080 -0.853 -0.224 1.020 1.896
H -2.007 -0.155 0.173 -2.473 0.051 0.494
C 0.898 0.930 -0.031 -1.993 -3.175 -0.724
Cl 1.831 2.254 -0.034 1.158 1.293 -0.057
```
Positions in Å, forces in eV/Å.



Record 2
Computed, not measured: an isolated molecule of CH5N3 at a distorted geometry, with the ωB97M-V functional and the def2-TZVPD basis.

Output
HOMO-LUMO gap (eV): 9.4128
2S+1: 1
Structure (SMILES): N=C(N)N
ΔE to the lowest compared entry with this formula, charge and spin (kcal per mole): 24.43
HOMO level (eV): -8.6
Calculated total energy (hartree): -205.3522

Geometry as XYZ:
```
9
Properties=species:S:1:pos:R:3:forces:R:3
C -0.245 -0.095 0.021 1.701 -1.084 2.095
H 0.182 1.167 1.503 -0.456 0.135 0.436
H 1.308 1.277 0.325 -0.069 -0.220 -0.463
N 0.347 1.053 0.529 -0.117 0.666 -0.665
H 1.193 -0.313 -1.429 0.143 0.084 0.285
H -0.047 -1.384 -1.409 0.299 -0.378 0.128
H -2.093 -0.168 0.695 0.326 0.460 0.929
N 0.588 -0.853 -0.821 -0.919 0.557 -0.776
N -1.233 -0.684 0.586 -0.908 -0.221 -1.969
```
Positions in Å, forces in eV/Å.



Record 3
Computed, not measured: an isolated molecule of C3H7NS at a distorted geometry, with the ωB97M-V functional and the def2-TZVPD basis.

Output
HOMO-LUMO gap (eV): 9.7945
2S+1: 1
Structure (SMILES): SC[C@H]1CN1
ΔE to the lowest compared entry with this formula, charge and spin (kcal per mole): 61.06
HOMO level (eV): -9.2
Calculated total energy (hartree): -571.3416

Geometry as XYZ:
```
12
Properties=species:S:1:pos:R:3:forces:R:3
H 1.153 0.059 -1.142 -1.987 0.850 -1.762
C -0.566 0.496 -0.165 1.337 2.174 -0.139
H -1.479 1.195 0.008 1.670 -1.224 -0.922
S 0.613 -1.990 -0.223 -0.428 0.623 3.940
H 0.935 -1.661 1.216 -0.078 -0.998 -2.842
N 0.435 0.871 -1.249 1.066 -1.207 1.845
H -1.494 -1.024 0.916 0.980 -0.614 1.079
H -1.674 -1.222 -0.604 -0.463 -0.541 -1.937
H 0.549 2.337 0.438 1.003 -2.301 -0.326
C 0.769 1.215 0.162 -2.253 1.810 0.922
H 1.634 0.677 0.617 -0.868 0.728 -0.223
C -0.875 -0.952 0.025 0.021 0.700 0.365
```
Positions in Å, forces in eV/Å.